83
Properties=species:S:1:pos:R:3:forces:R:3:mulliken_charge:R:1 method="wB97M-V/def2-TZVPD" orbital_gap_ev="6.7 / 4.9" spin_multiplicity=6 charge=+4 e_above_lowest_kcal_mol=105.5 e_homo_ha="-0.6911 / -0.7148" energy_ev=-127737.9677
C 0.46133 -6.13363 -0.08819 -0.8 0.1 -0.7 -0.4074
C -0.34165 -4.97966 -0.33523 0.1 -1.0 0.1 0.3661
C -1.54200 -5.19742 -1.05759 0.2 -0.7 -0.1 -0.2395
C -1.81892 -6.47225 -1.58551 -1.2 -0.8 -0.9 -0.4481
N -1.00620 -7.52237 -1.40407 1.0 4.3 1.8 0.0954
C 0.09786 -7.36207 -0.66851 0.6 -1.8 0.0 -0.3836
C 0.03581 -3.67373 0.07887 -0.4 0.0 -0.6 0.7175
C 0.09871 -2.38850 -0.08431 -0.8 -0.8 -1.5 -0.3909
C 0.41161 -1.32644 -1.10877 -1.2 -2.0 -2.3 -0.6338
C -0.04166 -0.00966 -0.78469 -0.4 0.3 -1.1 -0.2360
C 0.62170 1.06468 -1.56710 -0.2 -0.1 -0.6 -0.5860
C 1.36781 0.80823 -2.73399 0.0 -0.4 2.6 -0.9129
C 1.65894 -0.54479 -3.04927 -0.7 -0.9 0.0 -0.6728
C 1.09172 -1.58718 -2.32014 0.9 0.0 0.2 -0.6760
Ir 0.72757 -0.91589 0.92816 2.9 1.1 1.9 0.8747
P -0.07421 0.43178 2.50065 -1.4 1.6 1.6 0.3547
H -2.27282 -4.40612 -1.22863 0.2 -0.3 0.0 0.4774
H 1.35862 -6.09740 0.52332 -0.1 -0.1 -0.2 0.5057
H -2.72196 -6.65813 -2.17845 0.2 0.1 0.2 0.4228
H 0.71937 -8.25788 -0.53908 -0.1 0.3 0.1 0.4292
H 1.19214 -2.64437 -2.59602 0.5 0.6 0.0 0.6277
H -1.11675 0.04708 -0.52931 0.6 0.6 -0.1 0.8927
H 2.33976 -0.73944 -3.87022 -0.3 -0.2 -0.2 0.5712
H 0.42225 2.08834 -1.25364 0.1 -0.2 -0.3 1.1425
C 0.83132 1.95230 1.98916 0.4 -0.4 -0.1 0.0022
C 0.12379 3.26258 2.27482 -0.2 0.5 0.0 -1.3480
H 1.04511 1.84936 0.91376 0.1 0.2 0.3 0.1314
H 1.80903 1.90189 2.48916 -0.4 0.3 -0.2 0.1819
H 0.84529 4.07287 2.11697 -0.2 -0.1 0.1 0.4958
H -0.71580 3.41914 1.58498 0.1 0.0 0.3 0.0876
H -0.24533 3.32586 3.30390 0.1 0.1 -0.3 0.2929
C -1.85192 0.75868 2.35752 0.0 0.4 -0.2 0.1897
C -2.64885 -0.43801 2.86182 -0.4 -0.2 0.1 -1.3504
H -2.08884 0.93138 1.29589 0.2 0.0 0.4 -0.4915
H -2.06885 1.70566 2.88567 0.0 -0.5 -0.1 0.7165
H -3.69807 -0.31499 2.55965 0.3 -0.2 0.2 0.4493
H -2.25962 -1.35410 2.39141 -0.2 0.1 0.2 0.2895
H -2.61766 -0.56617 3.95636 0.0 0.1 -0.5 0.3381
C 0.19923 0.17909 4.27989 0.3 -0.6 -0.2 -0.4926
C -0.16990 1.36550 5.16331 -0.1 0.4 0.3 -1.2002
H 1.25237 -0.09918 4.43571 -0.3 -0.1 0.1 0.4801
H -0.38896 -0.71449 4.52989 0.2 0.1 0.1 0.5503
H 0.07609 1.10548 6.19803 -0.1 0.1 -0.2 0.4514
H 0.40575 2.26652 4.91483 -0.1 -0.3 0.1 0.3062
H -1.24006 1.60890 5.12866 0.3 -0.1 0.0 0.3089
Br 2.21626 2.11635 -3.75929 0.1 0.0 0.2 0.0813
P -2.38382 2.22091 -2.64509 0.8 0.8 -0.7 0.0266
C -2.32894 2.75224 -0.92480 -0.3 -0.7 0.8 0.9773
C -3.37241 3.84486 -0.61417 -0.2 0.2 -0.1 -1.4911
H -1.31750 3.11564 -0.69338 -0.2 -0.1 -0.2 0.0444
H -2.50350 1.84541 -0.32293 -0.1 0.4 -0.1 -0.3577
H -3.60684 3.88824 0.45492 0.2 0.0 -0.2 0.3923
H -2.98694 4.81840 -0.93217 -0.2 -0.1 0.1 0.4025
H -4.31713 3.67321 -1.13644 0.1 0.0 0.1 0.4710
C -1.01485 3.03666 -3.50297 0.2 0.2 -0.1 0.6677
C -1.30834 3.49445 -4.92819 -0.2 0.1 -0.2 -1.2427
H -0.19387 2.30645 -3.49413 -0.6 0.2 -0.1 -0.9309
H -0.67196 3.87961 -2.88177 -0.3 -0.2 -0.1 0.5744
H -0.42347 3.97270 -5.36262 -0.2 -0.1 0.1 0.3926
H -1.58267 2.64776 -5.56293 0.0 0.1 0.0 0.3466
H -2.12467 4.22381 -4.92212 0.2 -0.1 -0.2 0.3984
C -2.55510 0.48223 -3.10925 -0.5 -0.8 0.0 0.1755
C -3.88857 0.22044 -3.85650 -0.3 0.2 -0.1 -1.3897
H -2.53510 -0.13550 -2.20037 0.0 0.2 -0.1 0.1222
H -1.70389 0.16741 -3.72726 0.0 0.4 0.1 0.3766
H -3.96247 -0.81407 -4.21586 0.2 0.3 0.2 0.3983
H -4.73439 0.40386 -3.18636 0.1 -0.1 -0.1 0.3944
H -4.01121 0.88192 -4.72275 0.1 -0.2 0.2 0.4005
C 5.00863 1.34744 3.10835 0.5 0.4 0.6 -1.2607
C 4.42382 0.32057 2.22813 -0.3 -0.5 -0.2 1.0381
C 4.87888 -0.48763 1.18750 0.1 -0.5 -0.5 -1.1451
C 3.79552 -1.26551 0.74771 0.2 1.2 1.0 0.4588
N 2.68767 -0.87120 1.46874 0.7 -1.6 -0.3 -0.3146
N 3.13560 0.00288 2.38205 0.2 0.9 0.6 0.2904
C 3.79113 -2.39987 -0.19935 0.0 -0.3 -0.6 -0.6918
H 5.00952 1.02004 4.16720 0.1 0.1 -0.5 0.3387
H 6.03809 1.57539 2.82091 -0.2 0.0 0.1 0.3729
H 4.42398 2.28223 3.06739 0.2 -0.3 -0.1 0.3233
H 5.88761 -0.52970 0.78668 -0.2 0.0 0.2 0.4891
H 2.56466 0.35150 3.14159 0.1 -0.3 -0.3 0.0633
H 4.60368 -2.27761 -0.93565 -0.4 -0.1 0.3 0.3611
H 3.96395 -3.35062 0.32908 0.0 0.4 0.0 0.2631
H 2.83550 -2.50236 -0.73356 0.4 0.1 0.2 -0.0969

***

12
Properties=species:S:1:pos:R:3:forces:R:3:mulliken_charge:R:1 method="wB97M-V/def2-TZVPD" orbital_gap_ev=10.2 charge=+1 e_above_lowest_kcal_mol=62.7 e_homo_ha=-0.5827 energy_ev=-18032.6322
C -1.43759 -0.28934 0.73383 -0.3 0.5 0.5 0.0789
C 0.90393 0.02342 0.08598 -0.1 -0.6 0.9 0.5535
C -2.71410 0.18194 0.01041 2.4 0.6 1.1 0.0351
C 2.37363 -0.19967 -0.22646 -0.8 1.8 -2.2 -0.9837
N 0.24971 0.88467 -0.56127 -2.9 0.5 -0.2 -0.3040
N -1.29749 0.70210 -0.01455 2.6 0.8 -0.7 0.1494
S -0.02648 -0.98665 1.32107 0.6 -0.6 -0.7 -0.0687
H -2.88459 -0.29276 -0.88057 -1.3 -1.5 -1.8 0.2552
H -3.44990 0.76537 0.50947 -0.3 0.4 0.3 0.2489
H 2.78009 -0.89364 0.38446 1.0 -2.5 2.1 0.4128
H 2.48987 -0.57952 -1.27529 -0.3 0.5 0.9 0.3015
H 3.01291 0.68409 -0.08708 -0.7 0.1 -0.2 0.3210

***

17
Properties=species:S:1:pos:R:3:forces:R:3:mulliken_charge:R:1 method="wB97M-V/def2-TZVPD" orbital_gap_ev=10.8 e_above_lowest_kcal_mol=38.4 smiles=C[C@@H]1OC[C@H](C)O1 e_homo_ha=-0.3562 energy_ev=-9441.3791
C 0.18964 0.34891 -2.33706 0.0 0.0 0.0 -1.2038
C 0.08087 1.00422 -0.97794 0.1 0.1 -0.2 0.3147
O 1.31974 0.88511 -0.27221 0.1 -0.2 0.0 -0.3793
C 1.07360 -0.12381 0.68143 -0.1 -1.2 -0.3 -0.6661
C -0.35469 0.17634 1.10719 0.2 -0.3 0.2 0.5797
C -0.98589 -0.99484 1.81359 -0.1 -0.1 0.0 -1.4634
O -0.91131 0.35637 -0.19889 -0.1 0.1 0.1 -0.3891
H 0.52935 -0.68346 -2.20660 -0.1 0.1 0.0 0.2611
H -0.77611 0.34290 -2.85070 0.1 0.0 0.1 0.3313
H 0.92016 0.89114 -2.94535 -0.1 -0.1 0.1 0.3286
H -0.15025 2.07637 -1.05432 0.1 -0.1 0.0 0.2829
H 1.05773 -1.15166 0.25393 -0.6 0.4 -0.7 0.2508
H 1.89869 -0.36750 1.33219 0.3 1.5 0.9 0.4371
H -0.50361 1.11056 1.67868 0.4 -0.3 -0.1 0.2615
H -2.05181 -0.84047 1.98441 0.1 0.0 0.0 0.3441
H -0.48762 -1.13209 2.78038 -0.2 0.0 -0.1 0.3609
H -0.84849 -1.89809 1.21127 -0.1 0.1 0.1 0.3489

***

24
Properties=species:S:1:pos:R:3:forces:R:3:mulliken_charge:R:1 method="wB97M-V/def2-TZVPD" orbital_gap_ev="5.8 / 5.6" spin_multiplicity=3 charge=+1 e_above_lowest_kcal_mol=7.8 e_homo_ha="-0.3538 / -0.4475" energy_ev=-11036.4685
C -1.09086 -2.32181 0.97828 1.9 1.9 -3.1 -0.2564
C -0.57076 -0.94174 0.86447 0.8 -0.8 -0.7 -0.3079
C 2.31750 3.17744 -2.73183 2.1 -2.4 -0.7 -0.2927
C 1.83740 4.30378 -1.98353 0.3 2.2 1.9 -0.5731
C -1.10942 -3.27119 -0.05413 1.1 2.7 0.3 -0.0322
C -0.92429 0.15574 1.65866 -0.5 -1.6 0.8 0.0634
C 1.94062 2.57789 -0.06960 -0.5 1.2 -1.8 -0.6762
C 1.96444 2.98332 -1.27664 0.4 0.6 0.3 0.2472
C -1.57014 -4.64043 0.07648 -0.6 -0.5 -0.3 -1.0071
N -1.73327 0.11201 2.69773 0.5 -2.4 0.0 -0.2788
H -1.34409 -2.53129 1.95434 -1.2 -1.0 1.8 0.3204
H 0.25406 -0.59274 0.20875 -0.9 -1.0 -0.4 0.3664
H 1.54495 2.70360 -3.32946 0.5 0.0 -0.5 0.2174
H 3.44776 3.01082 -3.00829 -2.5 0.5 0.4 0.2186
H 2.45210 5.09671 -1.56608 0.6 -0.3 -0.3 0.2250
H 0.87245 4.72570 -2.06449 -1.2 -0.1 -0.7 0.2122
H -0.73241 -2.96337 -1.08238 -0.6 -0.2 1.4 0.3357
H -0.54868 1.14179 1.47962 0.2 0.4 -0.7 0.3440
H 1.86646 1.90026 0.68872 0.3 -1.6 1.5 0.4349
H -2.49580 -4.70068 -0.59046 1.1 -0.5 0.9 0.3031
H -1.74864 -4.93825 1.12593 -0.2 0.1 -0.7 0.3196
H -0.76390 -5.27050 -0.33531 -0.5 -0.1 -0.1 0.3239
H -1.92964 -0.69604 3.31666 0.0 0.7 -1.1 0.2463
H -1.93583 0.97895 3.04257 -0.9 2.4 1.6 0.2463